ORCA calculation (ωB97M-V/def2-TZVPD) on C32H46ClLuN7O2PS as an isolated structure at a distorted geometry.

- strongest force on any atom (eV/A) = 4.18
- relative energy (zero: lowest compared OMol25 entry of this formula, charge and spin) (eV) = 0.000
- LUMO (eV) = -1.8244

The geometry in ORCA input format:
```
! RIJCOSX wB97M-V def2-TZVPD def2/J DEFGRID3
* xyz 0 1
Lu 1.521 -2.713 0.608
C -2.480 2.996 -0.048
C -2.214 2.406 -1.294
C -3.337 1.570 -1.568
C -4.277 1.693 -0.565
C -3.786 2.669 0.321
C -4.531 3.045 1.608
C -5.976 3.433 1.227
C -3.860 4.290 2.193
C -4.523 1.841 2.553
C -3.697 0.618 -2.728
C -2.585 -0.458 -2.890
C -4.990 -0.114 -2.439
C -3.954 1.443 -4.062
C -0.873 2.676 -1.937
C -0.329 3.968 -1.307
C 0.038 1.509 -1.553
C -1.042 2.855 -3.459
H -1.791 3.730 0.342
H -5.264 1.275 -0.568
H -5.961 4.425 0.757
H -6.505 3.504 2.137
H -6.534 2.825 0.479
H -3.787 5.107 1.389
H -2.839 4.144 2.549
H -4.386 4.710 3.076
H -5.049 0.975 2.093
H -4.987 2.049 3.552
H -3.532 1.413 2.684
H -2.557 -1.017 -1.988
H -1.535 -0.115 -3.083
H -2.838 -1.143 -3.735
H -5.028 -0.749 -1.589
H -5.248 -0.741 -3.312
H -5.844 0.577 -2.391
H -3.106 2.092 -4.356
H -4.720 2.117 -3.767
H -4.272 0.820 -4.911
H 0.004 3.889 -0.263
H -1.099 4.845 -1.308
H 0.459 4.320 -2.011
H 0.545 1.599 -0.608
H 0.782 1.317 -2.363
H -0.596 0.607 -1.416
H -1.896 3.479 -3.770
H -1.093 1.865 -3.870
H -0.118 3.330 -3.900
C 6.951 -1.325 -1.337
N 5.513 -1.617 -1.464
C 4.719 -1.810 -2.678
C 3.474 -2.092 -2.270
N 3.411 -2.095 -0.850
C 4.621 -1.798 -0.439
P 4.902 -1.546 1.394
C 3.388 -0.468 1.656
N 2.087 -0.900 1.682
C 1.352 0.016 2.415
C 2.167 1.071 2.687
N 3.477 0.763 2.253
C 4.654 1.615 2.465
C 4.177 -3.205 1.896
N 3.112 -3.893 1.410
C 3.309 -5.196 1.786
C 4.438 -5.288 2.529
N 4.993 -4.015 2.625
C 6.218 -3.645 3.341
H 7.392 -1.955 -0.533
H 7.106 -0.281 -1.056
H 7.424 -1.498 -2.311
H 5.061 -1.639 -3.803
H 2.617 -2.340 -2.911
H 0.260 -0.217 2.566
H 2.070 1.986 3.256
H 4.823 2.335 1.639
H 5.564 1.075 2.573
H 4.649 2.286 3.383
H 2.692 -5.967 1.363
H 4.913 -6.129 3.013
H 7.093 -4.122 2.784
H 6.218 -4.087 4.274
H 6.342 -2.584 3.436
Cl -3.049 -4.806 1.321
C -1.977 -3.975 2.496
C -0.585 -3.520 1.939
O 0.275 -4.420 1.695
O -0.357 -2.276 1.757
H -1.705 -4.732 3.223
H -2.577 -3.130 2.778
S -1.426 -3.784 -3.149
C -0.395 -3.121 -2.088
N 0.298 -2.645 -1.255
*
```

---

ORCA calculation (ωB97M-V/def2-TZVPD) on C32H46F5IrN5O2PS4Sb as an isolated structure.

- strongest force on any atom (eV/A) = 0.59
- relative energy (zero: lowest compared OMol25 entry of this formula, charge and spin) (eV) = 2.203
- LUMO (spin up / spin down) (eV) = -5.0418 / -5.7999

The geometry in ORCA input format:
```
! RIJCOSX wB97M-V def2-TZVPD def2/J DEFGRID3
* xyz 2 2
Ir 0.275 1.255 -0.120
C -0.412 5.783 0.021
N -0.211 5.084 1.291
C -0.451 5.815 2.535
C 0.266 3.837 1.275
N 0.588 3.202 0.171
N 0.514 3.243 2.510
C 0.748 1.908 2.765
N 1.157 1.634 4.017
N 0.504 0.991 1.881
H -0.877 6.740 0.227
H -1.075 5.204 -0.625
H 0.537 5.968 -0.486
H -1.138 6.628 2.324
H 0.469 6.243 2.941
H -0.926 5.170 3.274
H 0.438 3.766 -0.655
H 0.676 3.877 3.274
H 1.422 2.353 4.666
H 1.346 0.683 4.281
H 0.676 0.045 2.210
C 4.999 -2.577 4.166
C 3.771 -2.818 3.314
C 2.879 -3.916 3.851
O 4.278 -3.140 1.991
P 3.521 -3.539 0.661
S 2.761 -5.259 0.445
S 1.980 -1.952 0.829
O 4.473 -3.013 -0.455
C 5.456 -1.927 -0.323
C 6.789 -2.539 0.040
C 5.458 -1.207 -1.652
H 4.705 -2.234 5.158
H 5.645 -1.826 3.714
H 5.565 -3.502 4.278
H 3.210 -1.881 3.210
H 3.437 -4.848 3.945
H 2.020 -4.106 3.208
H 2.521 -3.632 4.841
H 5.104 -1.265 0.472
H 7.114 -3.222 -0.745
H 6.733 -3.085 0.979
H 7.534 -1.750 0.140
H 5.690 -1.905 -2.455
H 6.221 -0.429 -1.643
H 4.494 -0.744 -1.857
C 1.467 1.814 -5.309
S 0.911 0.396 -4.344
C 0.621 -0.760 -5.697
H 2.312 1.540 -5.938
H 1.792 2.584 -4.613
H 0.665 2.212 -5.929
H -0.135 -0.376 -6.381
H 0.266 -1.694 -5.264
H 1.540 -0.958 -6.245
S -1.368 1.716 -1.696
Sb -3.122 0.495 -0.747
C -2.746 -0.145 1.215
C -3.165 0.614 2.304
C -2.864 0.192 3.591
C -2.153 -0.986 3.788
C -1.753 -1.753 2.702
C -2.053 -1.336 1.412
C -4.796 1.739 -0.785
C -5.904 1.356 -1.532
C -7.010 2.193 -1.589
C -7.005 3.397 -0.901
C -5.893 3.780 -0.161
C -4.782 2.955 -0.105
C -3.436 -1.199 -1.918
C -4.186 -2.260 -1.418
C -4.406 -3.370 -2.219
C -3.878 -3.412 -3.503
C -3.126 -2.353 -3.993
C -2.898 -1.237 -3.201
H -3.742 1.520 2.160
H -3.206 0.767 4.441
H -1.942 -1.324 4.794
H -1.228 -2.687 2.854
H -1.760 -1.953 0.574
H -5.915 0.414 -2.068
H -7.874 1.903 -2.170
H -7.869 4.045 -0.946
H -5.897 4.723 0.369
H -3.905 3.269 0.450
H -4.598 -2.233 -0.416
H -4.986 -4.201 -1.843
H -4.052 -4.279 -4.126
H -2.716 -2.396 -4.993
H -2.290 -0.419 -3.574
F 0.141 -1.023 -0.656
C 1.435 -1.605 -0.808
F 2.159 -0.668 -1.426
C 1.184 -2.780 -1.789
F 2.323 -3.357 -2.129
F 0.589 -2.306 -2.886
F 0.372 -3.665 -1.222
*
```

---

ORCA calculation (ωB97M-V/def2-TZVPD) on C32H46MgN8S as an isolated structure.

- strongest force on any atom (eV/A) = 0.41
- relative energy (zero: lowest compared OMol25 entry of this formula, charge and spin) (eV) = 1.603
- LUMO (eV) = 0.3697

The geometry in ORCA input format:
```
! RIJCOSX wB97M-V def2-TZVPD def2/J DEFGRID3
* xyz 0 1
Mg -0.696 -1.047 0.281
C -2.365 -3.204 1.792
C -1.075 -3.882 1.345
N -0.617 -3.391 0.052
C -1.292 -3.869 -1.135
C -2.462 -2.964 -1.475
C -3.661 -3.419 -2.005
C -4.669 -2.501 -2.253
C -4.465 -1.165 -1.940
C -3.240 -0.789 -1.410
C -2.923 0.623 -0.965
N -2.237 0.624 0.319
C -3.075 0.488 1.511
C -3.398 -0.971 1.829
N -2.195 -1.766 1.759
N -2.261 -1.673 -1.218
H -2.636 -3.587 2.786
H -3.195 -3.464 1.123
H -1.215 -4.973 1.348
H -0.289 -3.609 2.050
H 0.394 -3.409 0.015
H -1.640 -4.908 -1.057
H -0.590 -3.827 -1.972
H -3.805 -4.474 -2.200
H -5.618 -2.827 -2.660
H -5.248 -0.432 -2.080
H -3.842 1.223 -0.958
H -2.243 1.063 -1.699
H -1.638 1.436 0.420
H -4.010 1.057 1.418
H -2.501 0.914 2.333
H -4.110 -1.369 1.096
H -3.904 -1.012 2.805
H -1.420 -1.455 2.370
C 2.818 -2.311 1.924
C 1.902 -1.101 2.258
C 1.629 -1.162 3.786
C 2.759 0.176 2.022
N 0.712 -1.099 1.516
H 3.764 -2.310 2.482
H 3.040 -2.296 0.852
H 2.282 -3.240 2.145
H 2.541 -1.117 4.396
H 1.096 -2.090 4.016
H 0.979 -0.324 4.051
H 3.691 0.197 2.604
H 2.156 1.053 2.269
H 3.019 0.235 0.957
C -1.516 5.112 4.704
C -0.992 4.330 3.547
C -0.451 4.717 2.346
C -0.154 3.514 1.660
N -0.495 2.462 2.385
N -1.012 2.978 3.516
C 0.485 3.325 0.327
H -0.975 6.051 4.802
H -1.402 4.558 5.636
H -2.575 5.345 4.578
H -0.274 5.727 2.015
H -1.257 2.354 4.264
H 1.541 3.606 0.355
H 0.002 3.935 -0.438
H 0.434 2.273 0.048
N 0.459 0.046 -1.200
S 0.738 0.583 -2.645
C 1.830 -0.588 -3.476
C 2.132 -0.416 -4.820
C 2.949 -1.338 -5.452
C 3.454 -2.422 -4.743
C 3.138 -2.586 -3.402
C 2.315 -1.669 -2.761
C 1.898 1.948 -2.541
C 1.496 3.191 -3.004
C 2.338 4.283 -2.850
C 3.566 4.126 -2.226
C 3.959 2.876 -1.759
C 3.128 1.781 -1.919
H 1.277 -0.116 -0.593
H 1.738 0.435 -5.364
H 3.192 -1.214 -6.499
H 4.094 -3.140 -5.239
H 3.533 -3.428 -2.848
H 2.046 -1.790 -1.715
H 0.526 3.302 -3.475
H 2.031 5.257 -3.209
H 4.221 4.978 -2.098
H 4.913 2.757 -1.263
H 3.424 0.808 -1.545
*
```

---

ORCA calculation (ωB97M-V/def2-TZVPD) on C32H47AlCl3N3O3SSi as an isolated structure at a distorted geometry.

- strongest force on any atom (eV/A) = 5.14
- relative energy (zero: lowest compared OMol25 entry of this formula, charge and spin) (eV) = 2.496
- LUMO (spin up / spin down) (eV) = 0.4411 / -0.1094

The geometry in ORCA input format:
```
! RIJCOSX wB97M-V def2-TZVPD def2/J DEFGRID3
* xyz 0 1
C -1.606 5.491 -0.822
C -0.268 5.041 -0.356
H -1.791 6.518 -0.515
H -2.452 4.869 -0.495
H -1.695 5.500 -1.924
C 0.843 5.879 -0.395
C 0.856 7.255 0.092
H 1.689 5.527 -0.999
H 0.188 7.322 0.964
H 0.602 8.081 -0.594
H 1.890 7.359 0.427
Al -0.949 -0.918 -0.825
Cl -2.068 -1.186 -2.716
Cl -2.116 -0.371 2.470
C 1.369 -1.026 -2.121
O 0.903 -1.050 -0.954
N 2.665 -1.233 -2.337
C 3.641 -1.298 -1.222
C 2.983 -1.702 -3.683
H 0.686 -0.923 -2.999
H 3.231 -0.738 -0.378
H 4.575 -0.830 -1.541
H 3.821 -2.335 -0.913
H 2.094 -1.514 -4.275
H 3.183 -2.778 -3.712
H 3.806 -1.146 -4.127
H -0.497 2.680 2.559
H 2.766 3.126 2.231
C 0.141 2.053 3.176
C 2.598 2.201 2.787
N 1.324 1.602 2.408
H -0.443 1.213 3.559
C 1.396 0.377 1.794
O 0.471 -0.411 1.570
H 3.387 1.491 2.520
H 2.416 0.099 1.488
H 0.522 2.671 3.994
H 2.617 2.417 3.858
O -0.211 3.821 0.595
C 0.010 3.561 -0.787
C 2.415 2.605 -0.557
C 1.323 3.026 -1.348
H 2.307 2.593 0.525
C 3.622 2.213 -1.144
H -0.917 3.109 -1.175
C 1.372 2.634 -2.719
H 4.518 2.042 -0.541
C 3.715 2.084 -2.535
C 2.571 2.248 -3.317
H 0.422 2.644 -3.265
H 4.650 1.853 -3.053
H 2.573 2.079 -4.401
Si -3.760 0.934 2.193
Cl -0.990 1.032 -0.438
C -3.949 1.260 3.976
C -4.561 -0.563 1.342
C -4.369 2.389 1.164
H -2.981 1.394 4.482
H -4.459 0.369 4.381
H -4.554 2.173 4.095
H -4.000 3.382 1.447
H -5.452 2.384 1.407
H -4.291 2.326 0.071
H -3.967 -1.045 0.554
H -5.519 -0.279 0.895
H -4.717 -1.329 2.091
N -1.499 -2.462 -0.145
S -0.924 -3.573 1.002
C -2.450 -4.500 1.329
C -2.585 -5.209 2.543
C -3.798 -5.827 2.866
C -4.889 -5.733 1.988
C -4.772 -5.006 0.799
C -3.548 -4.395 0.476
C 0.239 -4.499 -0.096
C 1.619 -4.316 0.070
C 2.527 -4.827 -0.864
C 2.047 -5.544 -1.974
C 0.668 -5.703 -2.159
C -0.230 -5.228 -1.188
H -1.427 -3.038 -0.999
H -1.730 -5.270 3.217
H -3.896 -6.401 3.792
H -5.827 -6.242 2.219
H -5.616 -4.926 0.103
H -3.447 -3.817 -0.433
H 1.967 -3.729 0.920
H 3.607 -4.689 -0.724
H 2.759 -6.034 -2.649
H 0.294 -6.217 -3.055
H -1.295 -5.374 -1.309
*
```

---

ORCA calculation (ωB97M-V/def2-TZVPD) on C32H47AsN5O3PtS as an isolated structure at a distorted geometry.

- strongest force on any atom (eV/A) = 3.16
- relative energy (zero: lowest compared OMol25 entry of this formula, charge and spin) (eV) = 0.685
- LUMO (spin up / spin down) (eV) = -2.3189 / -3.2942

The geometry in ORCA input format:
```
! RIJCOSX wB97M-V def2-TZVPD def2/J DEFGRID3
* xyz 1 3
Pt -0.932 0.743 -0.412
N -2.811 -0.315 -1.177
C -2.586 -0.364 -2.634
C -3.757 -0.900 -3.438
C -3.787 -2.427 -3.304
C -2.612 -3.077 -4.053
N -2.229 -4.377 -3.488
C -1.481 -4.543 -2.391
N -0.810 -3.546 -1.845
N -1.415 -5.768 -1.834
C -1.964 0.953 -3.131
O -2.254 1.394 -4.222
O -1.021 1.404 -2.358
H -2.935 -1.238 -0.778
H -3.619 0.242 -0.914
H -1.746 -1.043 -2.749
H -3.643 -0.591 -4.479
H -4.695 -0.467 -3.083
H -4.725 -2.843 -3.675
H -3.730 -2.703 -2.246
H -1.726 -2.443 -4.069
H -2.875 -3.253 -5.095
H -2.668 -5.197 -3.872
H -0.587 -2.552 -2.332
H -0.224 -3.735 -1.048
H -1.928 -6.544 -2.214
H -0.852 -5.937 -1.021
C 1.116 6.973 1.835
C 1.019 5.482 1.992
C 0.555 4.912 3.166
C 0.436 3.534 3.320
C -0.105 3.017 4.633
C 0.806 2.691 2.261
As 0.557 0.779 2.640
N -0.972 0.584 1.509
C -2.194 0.489 2.200
C -3.296 1.229 1.755
C -4.517 1.134 2.402
C -4.667 0.302 3.504
C -3.574 -0.419 3.964
C -2.346 -0.324 3.329
C 1.969 -0.146 1.639
C 1.739 -1.381 1.017
C 0.400 -2.073 0.991
C 2.809 -2.054 0.428
C 4.103 -1.561 0.458
C 5.244 -2.308 -0.176
C 4.324 -0.382 1.159
C 3.292 0.316 1.772
C 3.663 1.517 2.608
C 1.270 3.252 1.057
C 1.692 2.437 -0.137
C 1.365 4.633 0.948
H 1.060 7.476 2.799
H 0.301 7.348 1.213
H 2.052 7.258 1.353
H 0.268 5.556 3.989
H -0.385 3.852 5.273
H 0.630 2.414 5.169
H -0.990 2.393 4.493
H -3.157 1.922 0.934
H -5.351 1.733 2.057
H -5.621 0.231 4.010
H -3.673 -1.059 4.830
H -1.502 -0.887 3.705
H -0.167 -1.918 1.909
H 0.557 -3.150 0.879
H -0.216 -1.715 0.164
H 2.620 -3.013 -0.046
H 4.886 -3.136 -0.788
H 5.909 -2.722 0.584
H 5.845 -1.650 -0.806
H 5.338 -0.009 1.263
H 4.717 1.462 2.876
H 3.093 1.564 3.537
H 3.498 2.460 2.086
H 1.054 1.543 -0.237
H 2.715 2.066 -0.052
H 1.592 3.016 -1.054
H 1.719 5.059 0.015
C 2.031 0.189 -2.934
S 1.358 -1.412 -3.346
C 2.788 -2.396 -2.918
O 0.325 -1.709 -2.265
H 2.705 0.484 -3.737
H 2.552 0.135 -1.978
H 1.186 0.878 -2.873
H 3.628 -2.079 -3.535
H 2.558 -3.441 -3.121
H 3.000 -2.247 -1.858
*
```